No. 1
Below is 2 unconnected molecules or ions with the total composition C9H14O in a non-equilibrium geometry, with properties calculated with ωB97M-V with the def2-TZVPD basis set.

Multiplicity: 1
Net charge: 0
ΔE to the lowest compared entry with this formula, charge and spin in kcal/mol: 48.1
LUMO energy in eV: 0.79
SMILES: Cc1ccc(O)cc1.CC

```
24
Properties=species:S:1:pos:R:3:forces:R:3
C 2.54005 3.08567 0.23318 -2.2 1.1 4.1
C 1.34872 2.44584 -0.41621 3.6 0.5 -0.2
H 3.27411 3.41009 -0.41328 1.7 0.7 -1.2
H 2.09229 3.99715 0.83456 1.4 -1.4 -1.0
H 2.94257 2.36050 1.04282 -0.4 1.2 -1.5
H 0.77536 2.22625 0.34749 -2.9 -2.1 3.9
H 1.74805 1.61192 -0.86898 -0.1 -2.2 -1.5
H 0.69180 2.99286 -0.95568 -1.2 2.2 -2.6
C -0.02756 0.47306 2.44465 -1.6 0.5 1.7
C -1.72287 -0.49144 -0.75325 2.7 -1.4 1.5
C -0.96289 -1.57247 -1.18031 1.4 1.0 1.2
C -1.32868 0.09349 0.40287 -1.6 1.6 2.1
C -0.21430 -0.28208 1.21246 -2.3 1.1 -1.4
C 0.17911 -1.95217 -0.45326 0.4 -0.5 0.2
C 0.55017 -1.27278 0.71965 1.8 -1.2 0.9
O -1.35888 -2.00495 -2.37063 1.5 -2.1 -2.7
H -2.43079 -0.13122 -1.39559 -2.0 0.9 -1.2
H -2.06344 0.86809 0.79190 1.4 -0.6 -0.3
H 0.84815 -2.79568 -0.65463 -0.6 0.2 -0.7
H -0.56734 -2.33073 -2.89089 -1.5 0.3 0.9
H -0.80467 1.23649 2.50692 0.0 0.1 -0.1
H 0.85128 1.00515 2.60112 2.1 0.9 -0.4
H 1.47598 -1.53011 1.36516 -1.5 0.0 -1.5
H -0.13275 -0.04390 3.39544 -0.2 -0.8 -0.1
```
Forces are in eV/Å.

***

No. 2
Below is C5H10N2O in the gas phase in a non-equilibrium geometry, with properties calculated with ωB97M-V with the def2-TZVPD basis set.

Multiplicity: 1
Net charge: 0
ΔE to the lowest compared entry with this formula, charge and spin in kcal/mol: 101.1
LUMO energy in eV: 0.97
SMILES: C/C=N/[C@@]1(C)ON1C

```
18
Properties=species:S:1:pos:R:3:forces:R:3
C -0.86634 1.44058 0.09884 1.0 -0.7 0.7
C -0.34499 -2.44893 -0.58301 -0.3 -0.5 -0.6
C -1.48677 2.74380 0.46719 0.2 0.1 -0.2
C 2.07248 -0.37418 -0.17906 0.1 -0.3 -0.9
N -0.70952 -1.33896 0.27966 2.7 1.3 -0.5
C 0.71170 -0.24096 0.41575 -2.2 -2.1 0.1
O 0.38253 -1.23073 1.29917 -0.1 0.8 0.5
N 0.23325 1.03407 0.62050 -1.2 1.2 0.0
H -1.41615 0.78169 -0.58633 0.1 0.1 0.1
H 0.24163 -2.16758 -1.47108 0.0 -0.1 0.2
H 0.16525 -3.26724 -0.05954 -0.1 0.2 0.0
H -1.29672 -2.83748 -0.96155 0.1 0.0 0.0
H -1.68950 3.32426 -0.43713 0.0 0.0 0.1
H -0.84867 3.31269 1.14388 -0.1 -0.1 -0.1
H -2.45094 2.54674 0.94627 0.1 0.0 0.0
H 2.82101 -0.47637 0.61288 -0.3 0.1 0.1
H 2.33282 0.47613 -0.81170 -0.1 0.0 0.2
H 2.14892 -1.27754 -0.79474 -0.1 0.1 0.2
```
Forces are in eV/Å.

***

No. 3
Below is 10 unconnected molecules or ions with the total composition C5H27NO11 in a non-equilibrium geometry, with properties calculated with ωB97M-V with the def2-TZVPD basis set.

Multiplicity: 1
Net charge: 0
ΔE to the lowest compared entry with this formula, charge and spin in kcal/mol: 29.8
LUMO energy in eV: -0.07
SMILES: CC(=O)N[C@@H](C)C=O.O.O.O.O.O.O.O.O.O

```
44
Properties=species:S:1:pos:R:3:forces:R:3
C -2.66860 1.38695 0.81283 -1.5 -0.8 0.4
C -1.57534 0.43249 0.45756 1.7 0.1 1.1
N -0.57696 0.71488 -0.41746 -1.1 0.2 -0.6
C 0.68694 2.83797 -0.51809 0.1 -1.0 0.2
C -0.42242 1.95500 -1.16871 1.3 0.5 1.0
C -0.00023 1.64436 -2.58413 -0.3 -0.2 -0.8
O -0.76061 1.45072 -3.49907 -0.3 0.0 0.1
O -1.41619 -0.57234 1.16098 -0.7 -0.2 -0.7
H -3.45893 0.73823 1.20813 0.0 -0.2 -0.4
H -3.15159 1.97818 0.04278 0.4 0.3 -0.1
H -2.48107 1.93481 1.73574 0.7 0.5 -0.4
H 0.12731 -0.00752 -0.47909 0.2 0.2 0.1
H 0.20750 3.60196 0.06183 0.1 0.5 0.4
H 1.30866 2.18520 0.10334 -0.4 0.2 0.4
H 1.46845 3.19389 -1.18150 -0.6 0.6 -0.4
H -1.36438 2.48683 -1.06202 -0.1 -0.1 -0.7
H 1.08759 1.57019 -2.75546 -0.5 0.1 0.2
H -0.81423 -2.22014 -0.24439 0.0 0.9 -0.5
H 0.37019 -2.49037 -1.41187 -0.7 0.4 -0.2
O -0.10615 -2.74980 -0.60722 0.7 -1.1 0.8
H 0.97935 -1.31910 2.20043 0.2 0.1 0.3
H 1.05522 -1.93327 0.84069 0.3 -0.1 -0.2
O 1.63865 -1.63828 1.56131 -0.7 0.1 0.0
H 4.15839 -1.19372 0.62659 0.2 0.1 -0.2
H 3.03575 -0.40364 1.14934 -0.1 0.1 -0.3
O 3.81712 -0.29315 0.57789 0.0 -0.1 0.2
H -0.53383 -1.85279 3.60386 -0.2 0.0 0.0
H -0.92021 -0.56629 2.91557 -0.1 -0.2 0.1
O -0.42757 -0.89687 3.68532 0.4 0.2 0.0
H 0.41705 -3.09869 -3.60047 0.0 0.0 0.0
H 0.23880 -1.60373 -3.29816 -0.1 0.1 -0.3
O 0.81222 -2.35558 -3.13173 0.2 0.0 0.1
H 3.45346 1.21534 -1.19986 0.4 -0.4 0.9
H 3.02290 1.26735 -2.61125 0.0 0.1 -0.2
O 2.77152 1.60179 -1.74444 0.5 -0.3 -0.7
H 0.83243 1.31758 3.80004 -0.1 0.5 0.0
H 1.51703 0.75973 4.92718 0.2 0.3 0.5
O 1.29036 1.63930 4.59048 -0.1 -0.9 -0.4
H -3.20709 0.92947 -2.15168 -0.2 0.0 -0.2
H -2.58348 -0.41412 -2.32753 0.0 -0.2 -0.1
O -3.44714 0.00626 -2.29317 0.1 0.1 0.3
H -1.64989 -3.24668 1.23878 0.0 -0.2 -0.4
H -0.17720 -3.44519 1.75380 0.4 -0.4 -0.7
O -1.06636 -3.20884 1.98729 -0.4 0.1 1.6
```
Forces are in eV/Å.

***

No. 4
Below is a molecular structure, C5H13NO2, with properties calculated with ωB97M-V with the def2-TZVPD basis set.

Multiplicity: 1
Net charge: 0
ΔE to the lowest compared entry with this formula, charge and spin in kcal/mol: 84.9
LUMO energy in eV: 0.92

```
21
Properties=species:S:1:pos:R:3:forces:R:3
C -1.12020 -0.31320 -1.49216 0.0 -0.2 0.2
C 1.05737 0.23012 -1.48496 -0.2 0.0 0.2
C -1.75594 0.91675 -0.90134 0.1 -0.1 0.0
O -1.32480 -1.46151 -0.98969 0.1 0.3 -0.1
H -1.42030 -1.48048 0.22497 0.1 0.1 0.1
H -0.94585 -0.29747 -2.56671 0.1 0.0 0.0
H -1.37701 1.82167 -1.37233 0.0 0.0 0.0
H 0.78916 1.00200 -2.20671 0.0 0.0 0.0
H 1.38180 -0.66762 -2.01312 0.0 0.0 0.0
H 1.92697 0.63064 -0.94553 0.0 0.0 0.0
H -1.59983 0.97392 0.17494 0.0 0.0 0.0
H -2.83482 0.84883 -1.07724 0.1 0.0 0.0
C 1.74685 0.27725 1.75266 -0.1 0.0 0.0
N 0.57586 -0.31041 1.12054 -0.2 -0.1 0.0
C -0.31037 -0.92614 1.84502 0.1 0.1 -0.1
O -1.37226 -1.48511 1.41412 0.1 0.1 -0.1
H 0.55962 -0.09625 -0.15204 0.0 0.0 -0.1
H -0.15610 -0.97164 2.92989 0.0 0.0 0.0
H 2.65690 -0.19913 1.38144 0.0 0.0 0.0
H 1.71834 0.16532 2.83978 0.0 0.0 -0.1
H 1.80463 1.34247 1.51846 0.0 0.0 0.0
```
Forces are in eV/Å.

***

No. 5
Below is 2 unconnected molecules or ions with the total composition C2H4ClI in a non-equilibrium geometry, with properties calculated with ωB97M-V with the def2-TZVPD basis set.

Multiplicity: 3
Net charge: 0
ΔE to the lowest compared entry with this formula, charge and spin in kcal/mol: 0.0
LUMO energy (spin up / spin down) in eV: 0.86 / -3.34
<S²>: 2.0065

```
8
Properties=species:S:1:pos:R:3:forces:R:3
C 0.52111 -0.69459 -0.15135 1.2 0.0 1.2
C -0.71033 -0.01162 0.09320 -1.1 0.5 0.4
Cl -1.62606 -0.19149 1.51329 -0.1 0.1 0.0
I 0.61161 3.15561 0.03886 0.0 0.1 0.0
H 1.13147 0.08708 -0.59818 0.6 -0.5 -0.7
H 0.21665 -1.48976 -0.80999 0.9 -0.7 -0.5
H 1.03756 -1.03739 0.75409 -0.2 -0.2 -0.3
H -1.18202 0.18215 -0.83993 -1.2 0.6 -0.1
```
Forces are in eV/Å.

***

No. 6
Below is a molecular structure, C9H6F5N2NaO in a non-equilibrium geometry, with properties calculated with ωB97M-V with the def2-TZVPD basis set.

Multiplicity: 1
Net charge: 0
ΔE to the lowest compared entry with this formula, charge and spin in kcal/mol: 2.7
LUMO energy in eV: -0.28

```
24
Properties=species:S:1:pos:R:3:forces:R:3
Na 0.18716 0.55758 0.38670 0.2 0.0 -0.6
F -1.31968 0.84945 7.46139 0.0 0.0 0.1
C -1.00374 0.61752 6.17866 0.0 0.0 0.0
C -0.73330 1.65858 5.31576 0.1 0.0 -0.2
F -0.78653 2.92159 5.75830 0.0 0.1 0.0
C -0.40950 1.40419 3.99685 -0.1 0.2 0.4
F -0.15802 2.46658 3.20386 0.0 0.1 -0.2
C -0.33612 0.11676 3.44667 0.2 0.0 -0.8
O -0.03568 -0.07521 2.19417 -0.3 -0.4 1.7
C -0.61798 -0.90895 4.35934 -0.1 -0.1 0.3
F -0.57839 -2.18783 3.95546 0.0 -0.1 -0.1
C -0.94238 -0.66856 5.68300 0.0 -0.1 -0.1
F -1.20204 -1.69659 6.50051 0.0 -0.1 0.0
C -0.76482 4.90195 -2.44496 0.2 -0.1 0.0
N 0.18955 3.84482 -2.80634 0.0 -0.2 0.3
C 0.65204 3.81106 -4.19713 0.0 0.0 0.2
C 0.21091 2.74392 -2.06676 -0.1 0.2 -0.5
N 0.22841 1.78319 -1.42084 0.1 0.6 -0.5
H -0.32540 5.86107 -2.71138 0.0 0.0 0.0
H -0.93937 4.88961 -1.37300 0.0 0.0 0.0
H -1.71308 4.77036 -2.96842 0.0 0.0 0.0
H 1.07278 4.78568 -4.43686 0.0 0.0 0.0
H -0.17142 3.59172 -4.87886 0.0 0.0 0.0
H 1.42944 3.06211 -4.31454 0.0 -0.1 0.0
```
Forces are in eV/Å.

***

No. 7
Below is a molecular structure, C13H37BNO18 in a non-equilibrium geometry, with properties calculated with ωB97M-V with the def2-TZVPD basis set.

Multiplicity: 1
Net charge: -1
ΔE to the lowest compared entry with this formula, charge and spin in kcal/mol: 449.8
LUMO energy in eV: 0.80

```
70
Properties=species:S:1:pos:R:3:forces:R:3
O 3.22546 1.96855 2.85928 -8.9 -6.4 -9.7
C 2.15869 1.74732 2.27889 1.2 -1.4 0.0
O 1.04845 2.46584 2.13280 1.5 0.4 0.3
B 0.26753 1.96372 0.99768 -0.1 -2.0 1.0
O 0.86403 0.58614 0.75112 2.3 1.5 1.0
C 2.01237 0.47539 1.40575 0.2 0.3 -1.6
O 2.90657 -0.35923 1.13729 0.3 10.0 8.6
O 0.28738 2.79898 -0.18370 0.1 -3.8 1.8
C -0.89950 3.15381 -0.47859 -1.8 2.2 -3.4
O -1.16822 4.00900 -1.32444 4.6 -1.9 4.9
C -1.90797 2.45840 0.36487 1.2 -1.3 2.5
O -1.11574 1.82995 1.27367 -2.3 1.7 0.2
O -3.10030 2.49845 0.29640 1.6 -1.2 2.1
C 1.07801 -3.72878 -0.98841 -0.8 -1.7 -0.1
C -0.39809 -3.31217 -1.10271 -0.6 1.7 -0.9
C -1.44610 -4.37268 -0.55227 2.1 -0.9 -0.7
C -1.54630 -4.49101 0.96321 -1.1 1.2 0.0
C -1.87164 -3.12176 1.46889 1.3 1.0 0.8
C -0.82591 -2.03554 1.04495 -1.8 -0.2 1.3
N -0.66282 -2.08891 -0.39832 -1.9 1.1 1.5
O 0.10005 -0.98644 -0.88478 -6.1 -5.4 3.2
C -1.60227 -0.75245 1.46060 1.5 -0.7 -0.1
C 0.47566 -2.11292 1.85713 -0.8 0.3 0.5
C -0.73554 -2.89790 -2.63951 -0.6 -1.4 0.9
H 1.78413 -3.05322 -1.47124 -0.5 -0.5 -0.1
H 1.14438 -4.74827 -1.36833 0.3 -0.1 -0.6
H 1.36126 -3.85954 0.05599 0.0 0.2 0.0
H -2.39800 -4.26039 -1.07129 0.0 0.0 0.2
H -0.94151 -5.30938 -0.78905 -0.6 -0.4 -0.9
H -0.64492 -4.91679 1.40402 0.1 0.2 0.0
H -2.39690 -5.05503 1.34591 0.1 -0.9 -0.6
H -1.98108 -3.11317 2.55334 0.4 0.0 0.3
H -2.85421 -2.75515 1.17184 -0.1 -0.3 -0.7
H -0.93613 0.10799 1.52389 -0.8 -1.6 0.3
H -2.37947 -0.54951 0.72380 2.6 -0.9 0.5
H -2.18802 -0.80452 2.37836 0.5 -0.5 0.7
H 0.27166 -1.71615 2.85164 -0.1 0.0 0.3
H 0.78173 -3.14797 2.00913 0.6 0.0 -0.3
H 1.20172 -1.44651 1.39147 -0.6 -1.4 0.5
H -1.10955 -3.80085 -3.12210 0.1 -0.3 -0.3
H 0.02803 -2.47421 -3.29184 0.5 -0.1 0.6
H -1.57537 -2.20361 -2.66699 0.1 0.1 0.4
H 0.99330 -1.30884 -0.74421 -0.1 -0.2 0.2
O 0.27489 5.90804 -2.07190 -2.1 3.7 -2.3
H -0.45985 6.04442 -1.47374 -0.1 0.3 -0.2
H 0.69897 5.11122 -1.75335 0.0 0.6 -0.9
O 1.38153 -0.18373 -1.83801 2.8 4.7 -4.9
H 1.14854 0.53539 -1.25081 -0.2 0.1 -0.4
H 2.33755 -0.15986 -1.87912 -0.2 0.3 -0.7
O -2.49867 3.82057 -3.02804 -2.1 -0.8 -3.6
H -2.29543 4.68905 -3.37544 0.1 0.2 -0.1
H -1.89132 3.70634 -2.29708 -0.7 0.0 -1.4
O -3.42533 4.32263 -0.75100 -2.0 2.9 0.4
H -3.70438 4.02861 -1.61813 0.1 0.1 -0.4
H -2.59900 3.86478 -0.59676 -2.2 1.9 -0.9
O 1.38732 4.41279 -0.99800 4.8 -0.5 1.5
H 2.29470 4.21376 -0.76718 0.4 0.2 -0.3
H 0.86688 3.97677 -0.32326 1.1 1.0 -0.1
O 2.50024 -1.81008 -0.07988 -0.3 -7.0 -4.8
H 2.74689 -0.93913 0.23130 -0.2 -1.3 -2.1
H 2.63821 -2.38253 0.67478 0.0 -0.2 -0.1
O 3.60761 -0.17393 -1.51139 4.3 1.0 -0.3
H 4.05206 -0.99667 -1.30695 -0.1 -0.5 0.1
H 3.68378 0.34534 -0.71090 0.3 0.3 0.1
O 4.20066 2.80316 4.09732 6.3 4.9 7.6
H 3.36489 2.85535 3.63364 0.2 2.2 1.8
H 4.72670 3.51047 3.72419 0.5 0.4 0.3
O -3.32986 0.17455 -0.07698 -2.7 -0.4 -2.3
H -3.32111 1.13123 -0.04657 -0.8 -0.4 -0.2
H -3.69128 -0.08916 0.76922 -0.8 0.3 -0.1
```
Forces are in eV/Å.